## i
The molecule C2H4N2OS, computed with ωB97M-V with the def2-TZVPD basis set.

The expectation value of S² is 2.01. Its spin multiplicity is 3.

Last column: Löwdin charge in e.
Atoms and positions in Å:
1 C -0.143 0.222 0.539  -0.436
2 C -0.371 0.724 2.050  -0.887
3 N -0.133 -1.089 0.329  0.108
4 N 0.213 1.137 -0.388  0.086
5 O -0.705 -0.031 2.961  -0.063
6 S 0.074 2.340 2.099  0.847
7 H -0.342 -1.891 0.941  0.124
8 H 0.045 -1.284 -0.742  0.155
9 H 0.169 2.040 0.060  -0.022
10 H 0.376 0.909 -1.328  0.086

---

## ii
A cluster of 2 separate species, C2H4N2OS in total, computed with ωB97M-V with the def2-TZVPD basis set.

The expectation value of S² is 2.01. Its spin multiplicity is 3.

Last column: Löwdin charge in e.
Atoms and positions in Å:
1 C -2.411 0.721 -0.722  -0.012
2 C 0.971 -0.147 -0.019  -1.070
3 N 1.062 -1.391 0.452  -0.007
4 N 0.219 0.886 0.534  -0.067
5 O -3.268 0.942 -1.404  0.057
6 S 1.756 0.232 -1.443  0.700
7 H -0.673 0.826 1.356  0.177
8 H 0.800 -1.818 1.408  0.131
9 H 1.241 -2.068 -0.290  0.055
10 H 0.304 1.817 0.127  0.037

---

It is i that is most stable; the runner-up trails by 33.7 kcal/mol.

---

## i
The molecule C5H8S3, computed with ωB97M-V with the def2-TZVPD basis set.

The SMILES is S[C@H]1C[C@@H]2SCS[C@@H]21. Its spin multiplicity is 1.

Last column: Löwdin charge in e.
Atoms and positions in Å:
1 S 2.875 0.330 -0.110  0.734
2 C 1.097 0.019 -0.260  -0.699
3 C 0.663 -1.398 0.059  -0.229
4 C -0.536 -0.836 0.833  -0.589
5 S -2.104 -0.852 -0.080  0.859
6 C -2.020 0.832 -0.710  -0.793
7 S -0.992 1.885 0.351  0.843
8 C 0.120 0.541 0.837  -0.604
9 H 2.867 1.581 -0.646  -0.128
10 H 0.887 0.320 -1.285  0.092
11 H 1.375 -1.977 0.659  0.109
12 H 0.473 -2.053 -0.816  0.116
13 H -0.655 -1.298 1.830  0.111
14 H -3.031 1.259 -0.724  0.034
15 H -1.629 0.853 -1.731  0.031
16 H 0.609 0.792 1.792  0.114

---

## ii
The molecule C5H8S3, computed with ωB97M-V with the def2-TZVPD basis set.

The SMILES is SC[C@@]12CSC[C@H]1S2. Its spin multiplicity is 1.

Last column: Löwdin charge in e.
Atoms and positions in Å:
1 S 1.908 -0.890 -1.477  0.674
2 C 1.371 0.286 -0.212  -0.619
3 C 0.240 -0.146 0.613  -0.954
4 C -0.472 1.072 1.172  -0.401
5 S -1.653 1.382 -0.206  0.845
6 C -1.428 -0.250 -1.100  -0.396
7 C -0.870 -1.003 0.104  -0.497
8 S 0.497 -1.823 1.209  0.867
9 H 2.739 -1.693 -0.565  -0.061
10 H 0.926 1.148 -0.624  0.044
11 H 2.228 0.518 0.430  0.094
12 H -1.055 0.833 2.023  0.067
13 H 0.230 1.894 1.291  0.087
14 H -0.622 0.020 -1.932  0.079
15 H -2.411 -0.449 -1.644  0.093
16 H -1.628 -0.898 0.918  0.079

---

It is i that is most stable; the runner-up trails by 65.4 kcal/mol.

---

## i
The molecule C4H4N2OS, computed with ωB97M-V with the def2-TZVPD basis set.

The SMILES is [H]/N=c1/ncocc1S. Its spin multiplicity is 1.

Last column: Löwdin charge in e.
Atoms and positions in Å:
1 H 1.399 2.047 -0.006  -0.010
2 N 0.415 2.175 0.001  0.151
3 C -0.181 1.045 -0.002  -0.457
4 N -1.593 1.050 0.000  0.153
5 C -2.217 -0.051 0.007  -0.178
6 O -1.705 -1.294 -0.003  0.028
7 C -0.347 -1.380 -0.007  -0.123
8 C 0.439 -0.297 0.006  -0.528
9 S 2.210 -0.373 -0.002  0.824
10 H -3.294 -0.091 -0.016  0.136
11 H -0.010 -2.407 0.028  0.127
12 H 2.285 -1.712 0.013  -0.123

---

## ii
The molecule C4H4N2OS, computed with ωB97M-V with the def2-TZVPD basis set.

The SMILES is OC1=C/C(=C/S)N=N1. Its spin multiplicity is 1.

Last column: Löwdin charge in e.
Atoms and positions in Å:
1 O 3.312 -0.016 -0.006  0.086
2 C 1.967 0.054 -0.021  -0.380
3 C 1.085 1.070 0.009  0.012
4 C -0.174 0.387 0.039  -0.408
5 C -1.450 0.853 -0.025  -0.421
6 S -2.854 -0.144 -0.004  0.806
7 N 0.066 -0.993 0.035  0.017
8 N 1.307 -1.202 -0.020  0.093
9 H 3.656 0.870 -0.034  0.103
10 H 1.233 2.144 0.103  0.116
11 H -1.677 1.932 -0.075  0.084
12 H -2.226 -1.337 -0.002  -0.110

---

It is i that is most stable; the runner-up trails by 19.0 kcal/mol.

---

## i
A cluster of 2 separate species, C3H4N2S2 in total, computed with ωB97M-V with the def2-TZVPD basis set.

Its spin multiplicity is 1.

Last column: Löwdin charge in e.
Atoms and positions in Å:
1 C -1.339 0.314 0.756  -0.554
2 C 1.213 -0.528 0.520  -1.124
3 C -0.549 0.648 -1.416  -0.147
4 N -2.195 0.062 1.493  0.135
5 N -0.391 0.608 0.007  -0.146
6 S 2.169 -0.883 -0.670  0.761
7 S 0.952 -0.697 2.143  0.874
8 H 0.404 1.248 -1.729  0.094
9 H -0.514 -0.320 -1.958  0.072
10 H -1.534 1.265 -1.477  0.128
11 H 1.782 -1.716 2.331  -0.093

---

## ii
The molecule C3H4N2S2, computed with ωB97M-V with the def2-TZVPD basis set.

The SMILES is CN(C#N)C(=S)S. Its spin multiplicity is 1.

Last column: Löwdin charge in e.
Atoms and positions in Å:
1 C 0.353 1.665 -0.171  -0.084
2 N 0.226 0.228 -0.394  -0.162
3 C 0.982 -0.385 -1.230  -0.460
4 N 1.619 -1.077 -1.911  0.136
5 C -0.713 -0.821 0.707  -1.065
6 S -1.274 -0.098 2.013  0.728
7 S -0.683 -2.446 0.080  0.812
8 H 1.425 1.996 0.027  0.123
9 H -0.196 2.258 -0.846  0.065
10 H -0.304 1.731 0.715  0.012
11 H -1.434 -3.052 1.009  -0.105

---

## iii
A structure of composition C3H4N2S2, computed with ωB97M-V with the def2-TZVPD basis set.

Its spin multiplicity is 1.

Last column: Löwdin charge in e.
Atoms and positions in Å:
1 C 1.063 0.075 0.689  -0.236
2 C 1.726 -1.093 0.473  -0.353
3 C 0.728 0.686 -0.526  -0.434
4 N 1.104 0.127 -1.699  -0.291
5 N -0.231 2.009 -0.573  -0.461
6 S 1.861 -1.237 -1.278  0.933
7 S -0.725 2.506 0.900  0.682
8 H 1.009 0.608 1.710  0.098
9 H 2.245 -1.824 1.183  0.102
10 H 0.235 2.678 -1.158  0.044
11 H 0.580 2.619 1.539  -0.083

---

It is iii that is most stable; the runner-up trails by 17.1 kcal/mol.

---

## i
A structure of composition C4H10NO, computed with ωB97M-V with the def2-TZVPD basis set.

As for the charge: -1. Its spin multiplicity is 1.

Last column: Löwdin charge in e.
Atoms and positions in Å:
1 C 1.980 0.173 0.496  -0.137
2 C 1.375 -0.591 -0.650  -0.236
3 N -0.345 -0.982 -0.519  0.002
4 C -0.893 0.255 0.026  -0.334
5 C -2.443 0.279 -0.021  -0.562
6 O -2.882 1.399 0.598  -0.402
7 H 2.038 -0.423 1.406  0.071
8 H 1.303 0.983 0.781  0.058
9 H 2.965 0.575 0.270  0.066
10 H 1.311 0.023 -1.550  0.090
11 H 1.942 -1.482 -0.936  0.094
12 H 0.418 -1.335 0.011  -0.041
13 H -0.480 1.189 -0.374  0.097
14 H -0.705 0.366 1.101  0.091
15 H -2.746 0.217 -1.101  0.072
16 H -2.838 -0.644 0.462  0.072

---

## ii
A cluster of 2 separate species, C4H10NO in total, computed with ωB97M-V with the def2-TZVPD basis set.

As for the charge: -1. Its spin multiplicity is 1.

Last column: Löwdin charge in e.
Atoms and positions in Å:
1 C 1.850 0.737 -2.734  -0.055
2 C -0.770 -1.331 2.154  -0.434
3 N -1.716 -2.177 1.751  -0.059
4 C -1.340 -0.658 0.802  -0.180
5 C -0.466 0.786 0.757  -0.520
6 O -0.641 1.420 -0.353  -0.265
7 H 1.681 0.451 -3.768  0.002
8 H 2.478 0.044 -2.167  0.009
9 H 0.945 0.895 -2.140  -0.003
10 H -0.966 -0.588 2.948  0.085
11 H 0.287 -1.622 2.023  0.085
12 H 2.404 1.680 -2.719  0.006
13 H -1.133 -1.152 -0.128  0.088
14 H -2.346 -0.299 0.931  0.087
15 H 0.592 0.512 0.975  0.077
16 H -0.859 1.301 1.668  0.076

---

## iii
The ion C4H10NO with charge -1, computed with ωB97M-V with the def2-TZVPD basis set.

The SMILES is CCNCC[O-]. As for the charge: -1. Its spin multiplicity is 1.

Last column: Löwdin charge in e.
Atoms and positions in Å:
1 C -1.169 -1.774 0.160  -0.132
2 C -0.896 -0.739 -0.928  -0.337
3 N -0.707 0.493 -0.210  -0.116
4 C 0.425 0.677 0.818  -0.185
5 C 1.573 1.607 0.154  -0.553
6 O 1.152 2.767 -0.420  -0.382
7 H -1.698 -2.617 -0.153  0.033
8 H -1.573 -1.331 1.031  0.059
9 H -0.171 -2.081 0.378  0.041
10 H 0.097 -0.977 -1.596  0.137
11 H -1.768 -0.663 -1.580  0.087
12 H -0.751 1.219 -0.903  0.072
13 H 0.881 -0.323 1.174  0.103
14 H 0.041 1.190 1.675  0.061
15 H 2.446 1.673 0.886  0.063
16 H 2.118 0.880 -0.486  0.048

---

## iv
A cluster of 2 separate species, C4H10NO in total, computed with ωB97M-V with the def2-TZVPD basis set.

As for the charge: -1. Its spin multiplicity is 1.

Last column: Löwdin charge in e.
Atoms and positions in Å:
1 N 1.756 -1.086 -2.349  -0.055
2 C 1.103 -0.884 -1.015  -0.619
3 O -0.236 -0.823 -1.031  -0.352
4 H 1.164 -0.538 -2.967  0.024
5 H 1.641 -2.047 -2.661  0.016
6 H 1.533 -1.660 -0.350  0.070
7 H 1.545 0.082 -0.655  0.062
8 C -0.457 1.644 0.662  -0.143
9 C -0.901 0.708 1.756  -0.260
10 C -1.687 -0.348 1.564  -0.038
11 H 0.602 1.911 0.753  0.054
12 H -0.606 1.235 -0.336  0.050
13 H -0.988 2.573 0.913  0.058
14 H -0.555 0.904 2.771  0.072
15 H -2.156 -0.894 2.379  0.030
16 H -1.758 -0.777 0.566  0.033

---

It is iv that is most stable; the runner-up trails by 12.9 kcal/mol.